1.
Below is a structure of composition C4H5NOS, with properties calculated with ωB97M-V/def2-TZVPD.

Last column: Mulliken charge in e.
Cartesian coordinates (Å):
C -1.98 1.05 -0.63  -0.17
C -0.94 0.47 -1.27  -0.45
C -2.67 0.03 0.33  0.51
C 0.96 -1.02 0.65  -0.78
N -2.04 -1.21 0.23  -0.47
O -3.78 0.30 0.75  -0.56
S -0.81 -1.29 -0.76  0.21
H -2.18 2.14 -0.67  0.33
H -0.31 0.95 -1.98  0.46
H 1.31 -0.06 0.41  0.33
H 1.61 -1.91 0.76  0.30
H 0.18 -0.93 1.48  0.28

Output
Energy relative to the best compared isomer or geometry (same formula, charge and spin) (kcal/mol): 79.12
E_HOMO (alpha / beta) (eV): -8.9162 / -8.9165
Total energy (eV): -18598.488
F_max (eV/Å): 3.9

---

2.
Below is a cluster of 13 separate species, C3H31N2O13S in total, with properties calculated with ωB97M-V/def2-TZVPD.

Last column: Mulliken charge in e.
Cartesian coordinates (Å):
C -0.34 -0.38 0.40  1.54
C -0.23 0.96 1.08  0.85
S 1.34 1.94 1.12  -0.57
N -1.69 -0.47 -0.18  0.35
C -2.26 -1.55 -0.84  0.07
N -1.48 -2.74 -0.97  -0.36
O -3.46 -1.52 -1.03  -0.72
H 0.38 -0.74 -0.38  -0.69
H -0.27 -1.21 1.21  -0.52
H -1.19 1.69 0.97  -0.32
H -0.33 0.64 2.17  -1.03
H -2.32 0.31 0.14  -0.01
H -0.47 -2.82 -0.90  0.26
H -1.76 -3.39 -1.63  0.28
H -0.77 -0.18 -3.55  0.41
H -0.82 -1.42 -2.58  0.31
O -0.20 -0.98 -3.17  -0.80
H 1.60 -2.42 0.75  0.32
H 1.63 -3.86 0.42  0.33
O 0.97 -3.08 0.34  -0.66
H 4.14 1.33 -0.06  0.31
H 3.07 0.66 -1.12  0.28
O 4.00 0.63 -0.65  -0.61
H 2.30 0.64 3.89  0.32
H 2.28 -0.34 2.61  0.25
O 2.16 -0.23 3.48  -0.64
H 2.31 -1.70 -3.28  0.27
H 1.24 -1.26 -2.42  0.49
O 2.19 -1.68 -2.41  -0.64
H -1.64 2.45 -0.94  0.40
H -0.43 3.25 -0.96  0.34
O -1.21 3.16 -1.56  -0.89
H -2.70 1.35 -2.68  0.31
H -1.24 2.01 -3.16  0.46
O -1.79 1.20 -3.33  -0.73
H 4.01 -1.53 0.16  0.35
H 2.94 -2.35 -0.51  0.30
O 3.64 -2.41 0.11  -0.66
H -3.45 1.41 1.59  0.36
H -2.86 2.84 1.96  0.33
O -3.13 2.23 1.23  -0.64
H 0.55 3.54 -2.07  0.31
H 1.78 2.70 -1.81  0.27
O 1.41 3.35 -2.27  -0.58
H -2.70 0.42 3.66  0.30
H -1.55 1.20 3.01  0.44
O -2.48 1.33 3.43  -0.79
H -0.76 -1.59 3.14  0.36
H 0.24 -0.56 3.68  0.34
O -0.66 -0.84 3.88  -0.68

Output
Energy relative to the best compared isomer or geometry (same formula, charge and spin) (kcal/mol): 69.29
Net charge: -1
E_HOMO (eV): -4.2351
Total energy (eV): -44046.921
F_max (eV/Å): 6.9

---

3.
Below is a structure of composition C21H19CoF7N2, with properties calculated with ωB97M-V/def2-TZVPD.

Last column: Mulliken charge in e.
Cartesian coordinates (Å):
Co -0.50 -0.94 -1.51  0.27
C -1.67 -2.27 -3.58  -1.19
C -2.70 -1.19 -3.26  -0.36
N -2.52 -0.75 -1.85  0.73
C -3.06 0.62 -1.58  -0.57
C -2.37 1.71 -2.38  -1.33
C -3.17 -1.73 -0.92  -1.34
C -2.41 -1.90 0.39  -0.70
N -1.01 -2.15 0.07  0.20
C -0.14 -2.75 0.85  0.09
C 1.16 -2.98 0.30  0.46
F 1.37 -2.60 -0.96  -0.34
C 2.16 -3.58 1.01  0.08
F 3.34 -3.78 0.45  -0.27
C 1.93 -3.99 2.32  -0.40
C 0.69 -3.79 2.90  0.10
F 0.47 -4.16 4.15  -0.27
C -0.33 -3.19 2.20  0.59
F -1.50 -2.97 2.80  -0.28
H -1.68 -2.55 -4.64  0.47
H -1.79 -3.17 -2.99  0.34
H -0.63 -1.89 -3.43  0.27
H -3.71 -1.56 -3.42  0.37
H -2.55 -0.33 -3.90  0.33
H -2.92 0.79 -0.52  0.40
H -4.13 0.60 -1.77  0.30
H -1.28 1.63 -2.31  0.24
H -2.64 2.68 -1.95  0.40
H -2.67 1.72 -3.42  0.39
H -3.21 -2.70 -1.42  0.40
H -4.19 -1.42 -0.73  0.36
H -2.86 -2.70 0.97  0.53
H -2.46 -0.99 1.00  0.45
H 2.72 -4.47 2.89  0.52
F 3.08 6.13 3.44  -0.25
C 3.96 5.28 2.87  0.84
F 4.65 4.71 3.87  -0.25
F 4.81 6.02 2.15  -0.27
C 3.25 4.25 2.04  0.33
C 3.47 4.16 0.67  -0.53
C 2.80 3.19 -0.07  -0.64
C 1.91 2.32 0.56  0.16
C 1.70 2.42 1.93  -0.55
C 2.36 3.39 2.67  -0.80
C 1.24 1.31 -0.22  2.31
C 0.71 0.43 -0.87  -2.31
H 4.16 4.83 0.19  0.47
H 2.97 3.11 -1.14  0.46
H 1.01 1.75 2.42  0.43
H 2.19 3.47 3.73  0.39

Output
Multiplicity: 5
Energy relative to the best compared isomer or geometry (same formula, charge and spin) (kcal/mol): 0.00
Net charge: +1
E_HOMO (alpha / beta) (eV): -11.1937 / -11.2035
Total energy (eV): -81705.822
F_max (eV/Å): 0.6

---

4.
Below is a structure of composition C25H23ClMoO2P, with properties calculated with ωB97M-V/def2-TZVPD.

Last column: Mulliken charge in e.
Cartesian coordinates (Å):
C -1.97 2.02 2.81  -0.95
C -0.60 1.89 2.40  0.15
C -0.35 2.85 1.36  -0.23
H 0.14 1.21 2.82  0.41
C -1.57 3.61 1.15  -0.78
C -2.56 3.11 2.04  -0.22
H -3.58 3.47 2.16  0.49
H -2.44 1.44 3.60  0.51
H 0.61 2.99 0.86  0.53
H -1.67 4.40 0.41  0.50
Mo -1.96 1.51 0.64  0.39
Cl -2.77 1.91 -1.58  -0.38
P 0.57 -0.20 -0.60  1.19
C 1.68 1.03 -1.29  0.03
C 3.08 0.96 -1.12  -0.11
H 3.51 0.17 -0.51  0.40
C 3.91 1.89 -1.75  -0.64
H 5.00 1.80 -1.65  0.42
C 3.35 2.92 -2.51  -0.46
H 3.99 3.63 -3.03  0.38
C 1.95 3.05 -2.62  -0.68
H 1.52 3.87 -3.21  0.42
C 1.12 2.12 -1.99  -0.15
H 0.03 2.21 -2.04  0.17
C 1.47 -1.11 0.67  0.26
C 2.10 -0.42 1.73  -0.48
H 2.10 0.67 1.75  0.85
C 2.70 -1.13 2.77  -0.89
H 3.23 -0.59 3.57  0.39
C 2.64 -2.54 2.79  -0.51
H 3.14 -3.09 3.58  0.39
C 1.93 -3.22 1.79  -0.57
H 1.87 -4.32 1.81  0.41
C 1.32 -2.51 0.76  -0.68
H 0.71 -3.03 0.01  0.37
C 0.07 -1.30 -1.92  0.28
C 0.97 -1.59 -2.95  -0.36
H 1.96 -1.09 -2.96  0.33
C 0.64 -2.52 -3.94  -0.65
H 1.38 -2.78 -4.71  0.40
C -0.62 -3.12 -3.91  -0.46
H -0.88 -3.87 -4.66  0.36
C -1.57 -2.77 -2.93  -0.57
H -2.56 -3.23 -2.93  0.44
C -1.22 -1.84 -1.95  0.05
H -1.95 -1.54 -1.18  0.09
C -4.81 -1.13 2.90  -0.71
O -3.88 -0.09 2.51  -0.26
C -3.26 -0.29 1.31  0.83
O -3.40 -1.33 0.67  -0.55
H -5.36 -1.48 2.03  0.31
H -5.47 -0.65 3.63  0.23
H -4.25 -1.96 3.36  0.29

Output
Multiplicity: 3
Net charge: +1
E_HOMO (alpha / beta) (eV): -11.0141 / -11.2085
Total energy (eV): -54053.031
F_max (eV/Å): 6.4

---

5.
Below is a structure of composition C4H8NO4PS2, with properties calculated with ωB97M-V/def2-TZVPD.

Last column: Mulliken charge in e.
Cartesian coordinates (Å):
C -2.40 2.25 -1.07  -0.84
C 0.70 -0.57 0.20  0.63
C -0.48 0.11 0.06  -0.72
C 0.92 -1.15 1.59  -1.66
N 0.76 -1.12 -2.42  -0.32
O 2.17 -2.66 -0.79  -0.66
O -0.33 -2.74 -0.96  -0.62
O -1.23 -1.15 -3.82  -0.52
O -0.68 0.92 -2.38  -0.41
P -0.99 1.35 -0.92  0.48
S 0.91 -1.97 -0.93  1.21
S -0.93 -0.89 -2.50  0.68
H -2.68 3.06 -0.40  0.29
H -2.71 2.27 -2.08  0.26
H 1.75 -0.01 0.07  0.29
H -0.90 0.21 1.03  0.31
H 0.78 -0.28 2.23  0.47
H 1.87 -1.59 1.56  0.49
H 0.28 -2.07 1.65  0.36
H 1.30 -1.22 -3.25  0.27

Output
Energy relative to the best compared isomer or geometry (same formula, charge and spin) (kcal/mol): 41.25
E_HOMO (eV): -8.3708
Total energy (eV): -44911.463
F_max (eV/Å): 7.8

---

6.
Below is a structure of composition CH2N2O3Si, with properties calculated with ωB97M-V/def2-TZVPD.

Last column: Mulliken charge in e.
Cartesian coordinates (Å):
C 0.88 1.92 -0.21  0.16
N 0.70 2.97 0.23  -0.30
N -1.37 -0.54 -0.08  0.61
O -2.30 -0.03 -0.65  -0.50
O -1.31 -1.49 0.70  -0.60
O 1.13 -0.86 0.88  -0.35
Si 0.85 -0.03 -0.44  0.55
H 0.34 -1.28 1.25  0.46
H 1.09 -0.66 -1.68  -0.02

Output
Energy relative to the best compared isomer or geometry (same formula, charge and spin) (kcal/mol): 33.41
E_HOMO (eV): -10.1320
Total energy (eV): -18066.872
F_max (eV/Å): 4.2